Entry 1:
Molecular formula: C20H32N4RuS3
Method: DFT, wB97M-V/def2-TZVPD

As for the expectation value of S²: 6.026. The HOMO energy (alpha / beta) is -20.98 / -20.98 eV. The spin multiplicity is 5. As for the charge: +4.

Each line ends with the Löwdin spin population.
CARTESIAN COORDINATES (ANGSTROEM)
Ru 0.4016 0.7591 0.3305  2.391
C 2.9214 2.1684 -1.6003  0.006
C 3.6260 1.2939 -0.5829  0.005
S 2.6972 1.0382 0.9588  0.051
C 2.8826 2.5209 2.0010  0.012
C 2.0890 3.7742 1.6382  0.020
S 0.4118 3.5212 0.9478  0.234
C 0.5599 4.2907 -0.7051  0.020
C 0.3370 3.3574 -1.8879  0.010
S 1.1446 1.7361 -1.7517  0.063
H 3.3607 2.0091 -2.5863  0.001
H 2.9945 3.2280 -1.3622  0.001
H 4.6086 1.6926 -0.3235  0.001
H 3.7734 0.2815 -0.9620  0.000
H 3.9524 2.7413 2.0072  -0.001
H 2.6189 2.1637 2.9967  0.000
H 2.6290 4.4226 0.9519  0.001
H 1.9311 4.3402 2.5580  0.005
H 1.5213 4.7969 -0.7513  0.001
H -0.2084 5.0655 -0.7444  0.005
H 0.7047 3.8293 -2.8018  -0.001
H -0.7186 3.1334 -2.0333  0.000
C -3.7213 1.2638 -1.0484  0.000
C -4.4209 1.2310 0.1520  0.022
C -3.7352 0.9867 1.3367  0.001
C -2.3655 0.7980 1.3069  0.011
N -1.6816 0.8724 0.1341  0.017
C -2.3534 1.0915 -1.0129  0.015
C -1.5527 0.4572 2.4909  0.012
C -2.0711 0.2666 3.7576  0.001
C -1.2224 -0.0885 4.8006  0.025
C 0.1273 -0.2902 4.5423  0.000
C 0.5873 -0.1062 3.2551  0.017
N -0.2242 0.2805 2.2475  0.014
H -4.2253 1.4270 -1.9914  0.000
H -5.4923 1.3900 0.1663  0.001
H -4.2792 0.9460 2.2693  0.000
H -1.7665 1.1170 -1.9227  0.000
H -3.1291 0.3848 3.9417  0.000
H -1.6122 -0.2172 5.8030  0.001
H 0.8156 -0.5868 5.3223  0.000
H 1.6251 -0.2936 3.0149  0.001
C -0.5039 -4.1039 -3.6660  0.032
C -0.2313 -4.1450 -2.1480  0.079
C -1.3040 -5.1060 -1.5150  0.089
C 1.1746 -4.6069 -1.8202  0.001
N -0.5388 -2.8434 -1.5842  0.567
N 0.1737 -2.1995 -0.6104  0.211
H -0.4724 -5.1179 -4.0587  0.002
H 0.2626 -3.5140 -4.1689  0.001
H -1.4847 -3.6835 -3.8929  0.000
H -1.0381 -6.1101 -1.8454  0.014
H -2.3104 -4.8844 -1.8688  0.001
H -1.2749 -5.0685 -0.4254  0.000
H 1.3461 -5.5727 -2.2912  0.000
H 1.3299 -4.7467 -0.7471  0.001
H 1.9339 -3.9282 -2.2199  0.001
H -1.4996 -2.5211 -1.6818  0.008
H 1.1267 -2.5613 -0.6327  0.002
H -0.2309 -2.3813 0.3132  0.031



Entry 2:
Molecular formula: C56H60N8O20
Method: DFT, wB97M-V/def2-TZVPD

The HOMO energy is -9.25 eV. The spin multiplicity is 1. As for the charge: 0.

Each line ends with the Löwdin charge.
CARTESIAN COORDINATES (ANGSTROEM)
O -2.7350 1.1298 0.8712  0.029
N -1.9878 0.4350 1.5422  -0.306
O -2.3339 -0.3496 2.3882  0.108
C -0.5894 0.4700 1.1381  -0.162
C 0.3693 -0.1382 1.9140  -0.016
C 1.6611 -0.2930 1.4238  -0.051
C 1.9843 0.3032 0.2116  -0.061
C 1.0120 0.9548 -0.5332  -0.054
C -0.3004 1.0235 -0.0844  -0.005
H 0.0180 -0.6828 2.7834  0.113
H 2.3948 -0.8309 2.0094  0.104
H 2.9559 0.2040 -0.2532  0.103
H 1.1855 1.3164 -1.5392  0.091
H -1.0771 1.4904 -0.6698  0.083
O -7.9126 0.3945 7.0036  0.076
N -7.8814 1.4222 6.3548  -0.360
O -8.4972 2.4294 6.6163  0.081
C -7.0289 1.4438 5.1692  -0.159
C -6.0736 0.4542 4.9789  0.008
C -5.2890 0.4458 3.8325  -0.046
C -5.4749 1.4394 2.8852  -0.073
C -6.3504 2.4908 3.1311  -0.066
C -7.1758 2.4557 4.2533  -0.010
H -6.0593 -0.3592 5.6952  0.120
H -4.5226 -0.3088 3.7381  0.098
H -4.7999 1.4536 2.0354  0.077
H -6.3899 3.3558 2.4834  0.096
H -7.8505 3.2904 4.3929  0.119
O -0.7670 2.4981 5.3943  0.090
N -0.1477 1.4614 5.2144  -0.332
O -0.6518 0.3707 5.0348  0.067
C 1.3229 1.5297 5.2235  -0.136
C 1.9308 2.7633 5.1294  -0.037
C 3.3134 2.8197 5.1750  -0.078
C 4.0597 1.6578 5.2924  -0.053
C 3.4149 0.4317 5.4117  -0.066
C 2.0448 0.3510 5.3239  -0.010
H 1.3544 3.6746 5.0687  0.109
H 3.7733 3.7992 5.1439  0.123
H 5.1391 1.6751 5.3657  0.110
H 3.9610 -0.4788 5.6236  0.110
H 1.5119 -0.5886 5.3317  0.122
O 5.1900 -5.3525 6.1967  0.088
N 5.0398 -6.3152 5.4836  -0.366
O 5.4083 -7.4428 5.7401  0.083
C 4.3643 -6.1142 4.2054  -0.164
C 3.5238 -7.0969 3.7341  0.000
C 2.8212 -6.8647 2.5577  -0.051
C 3.0360 -5.6854 1.8576  -0.080
C 3.8185 -4.6747 2.3905  -0.060
C 4.4686 -4.8882 3.5915  -0.007
H 3.4487 -8.0530 4.2342  0.122
H 2.1323 -7.6069 2.1791  0.111
H 2.6235 -5.6610 0.8564  0.086
H 3.8246 -3.6986 1.9250  0.108
H 5.1146 -4.0960 3.9439  0.123
O -1.6445 2.5146 -2.6517  0.061
N -2.3129 3.5088 -2.4164  -0.332
O -2.3194 4.1018 -1.3644  0.085
C -3.1554 4.0080 -3.5150  -0.161
C -4.1693 4.8845 -3.1984  -0.005
C -4.9643 5.3916 -4.2171  -0.056
C -4.7358 4.9881 -5.5209  -0.068
C -3.6434 4.1838 -5.8187  -0.056
C -2.8625 3.6413 -4.8063  -0.005
H -4.3105 5.2055 -2.1767  0.122
H -5.7213 6.1110 -3.9369  0.110
H -5.4821 5.1994 -6.2779  0.110
H -3.4168 3.9702 -6.8548  0.109
H -2.0232 3.0312 -5.1027  0.120
O 3.4814 0.9977 -3.0770  0.064
N 2.8534 1.7742 -3.7756  -0.351
O 2.4316 2.8450 -3.4117  0.090
C 2.5397 1.3407 -5.1386  -0.151
C 1.8641 2.2059 -5.9590  -0.002
C 1.6156 1.8161 -7.2683  -0.061
C 2.0059 0.5580 -7.7143  -0.068
C 2.6095 -0.3413 -6.8479  -0.070
C 2.9236 0.0841 -5.5791  -0.015
H 1.4920 3.1679 -5.6368  0.122
H 1.0328 2.4390 -7.9330  0.108
H 1.6766 0.2753 -8.7079  0.109
H 2.9639 -1.2912 -7.2217  0.111
H 3.4487 -0.5753 -4.8996  0.117
O -3.2929 0.5151 -4.2078  0.071
N -3.5084 0.5106 -3.0014  -0.355
O -2.7851 0.0165 -2.1761  0.096
C -4.7131 1.2017 -2.5481  -0.150
C -4.7102 1.9362 -1.3798  -0.024
C -5.8860 2.4958 -0.8761  -0.049
C -7.0944 2.1276 -1.4432  -0.060
C -7.1311 1.2900 -2.5592  -0.059
C -5.9400 0.7929 -3.0658  -0.003
H -3.7748 2.2057 -0.9003  0.086
H -5.7482 3.0995 0.0099  0.102
H -8.0304 2.5244 -1.0634  0.109
H -8.0351 0.9125 -3.0137  0.107
H -5.9229 0.0480 -3.8559  0.123
O -0.4954 -3.0162 0.5339  0.091
N 0.0043 -3.9105 -0.1048  -0.339
O 0.2131 -5.0247 0.3374  0.068
C 0.3514 -3.6202 -1.4932  -0.153
C 0.1158 -2.3352 -1.9359  0.000
C 0.5613 -1.9216 -3.1721  -0.039
C 1.1364 -2.8715 -4.0132  -0.072
C 1.2916 -4.1929 -3.5969  -0.084
C 0.8933 -4.5805 -2.3275  -0.015
H -0.3094 -1.6120 -1.2545  0.107
H 0.3736 -0.9066 -3.4951  0.111
H 1.3124 -2.7499 -5.0779  0.103
H 1.7072 -4.9327 -4.2681  0.110
H 0.9631 -5.6076 -1.9908  0.120
C -2.7906 3.9265 2.4915  -0.110
O -1.6552 4.5629 3.0056  -0.173
C -0.4593 4.3471 2.2913  -0.208
C 0.5194 5.3531 2.8732  -0.185
O 1.8181 5.3146 2.3071  -0.174
C 2.4519 4.0484 2.3523  -0.092
H -3.6699 4.5499 2.6823  0.089
H -2.9562 2.9315 2.9157  0.075
H -2.7910 3.8339 1.3968  0.072
H -0.5543 4.4805 1.2043  0.132
H -0.1795 3.2918 2.4180  0.111
H 0.5660 5.1922 3.9621  0.115
H 0.1926 6.3748 2.6952  0.133
H 1.9675 3.3240 1.6922  0.081
H 2.3936 3.6190 3.3609  0.033
H 3.4653 4.2346 2.0108  0.099
C 7.9666 -6.6943 -2.4427  -0.108
O 7.1761 -5.5737 -2.1248  -0.166
C 5.8092 -5.6836 -2.3766  -0.232
C 4.9652 -5.0619 -1.2797  -0.208
O 5.0674 -3.6457 -1.2436  -0.170
C 4.0995 -2.9802 -2.0316  -0.101
H 8.9644 -6.3302 -2.6906  0.086
H 7.5809 -7.3034 -3.2627  0.085
H 8.0936 -7.3213 -1.5492  0.089
H 5.4940 -6.7421 -2.4247  0.125
H 5.5169 -5.2749 -3.3579  0.127
H 5.3427 -5.3629 -0.2975  0.126
H 3.9651 -5.5040 -1.4030  0.116
H 3.1566 -2.8812 -1.4779  0.080
H 4.0057 -3.3738 -3.0414  0.078
H 4.4286 -1.9374 -2.0879  0.088



Entry 3:
Molecular formula: C6H18N6P
Method: DFT, wB97M-V/def2-TZVPD

The HOMO energy is -12.97 eV. The spin multiplicity is 1. As for the charge: +1.

Each line ends with the Löwdin charge.
CARTESIAN COORDINATES (ANGSTROEM)
C 1.3609 0.3451 -2.3016  -0.059
C 1.3402 2.1052 -0.8376  -0.103
C 1.3176 0.0511 2.5252  -0.041
C -0.9919 0.9013 2.2492  -0.044
C -1.9030 0.4419 -1.5402  -0.027
C -2.0727 -1.7419 -0.1935  -0.100
N 0.8587 -4.2151 0.5351  0.207
N 1.3768 -2.0752 -0.1686  0.001
N 1.1228 -3.1730 0.2182  -0.372
N 0.9394 0.7132 -0.9212  -0.321
N 0.1559 0.2473 1.6343  -0.308
N -1.4107 -0.4955 -0.4292  -0.313
P 0.1314 -0.2420 0.1218  0.933
H 2.0318 1.0834 -2.6762  0.082
H 1.8581 -0.6263 -2.2321  0.080
H 0.4937 0.2777 -2.9527  0.084
H 1.0369 2.6788 0.0685  0.101
H 2.4250 2.1341 -0.6643  0.105
H 1.1697 2.6784 -1.6992  0.077
H 1.0400 -0.0846 3.5479  0.096
H 2.0065 -0.6423 2.2165  0.050
H 1.9511 0.8900 2.3408  0.088
H -0.8280 0.7706 3.3158  0.099
H -1.2069 1.9097 1.9593  0.094
H -1.7912 0.2588 2.0141  0.062
H -2.2283 -0.1062 -2.3982  0.084
H -2.6732 1.1239 -1.2269  0.086
H -1.0588 1.0553 -1.9307  0.066
H -1.9692 -2.0632 0.8218  0.072
H -3.0861 -1.6994 -0.6026  0.102
H -1.3967 -2.5008 -0.7939  0.116



Entry 4:
Molecular formula: C4H10N2O
Method: DFT, wB97M-V/def2-TZVPD

The HOMO energy (alpha / beta) is -7.33 / -7.81 eV. The spin multiplicity is 1. As for the charge: 0.

Each line ends with the Löwdin charge.
CARTESIAN COORDINATES (ANGSTROEM)
C 1.1156 1.1556 -0.7192  -0.128
C -1.3452 -1.6628 -0.0895  -0.082
C -0.1171 0.5286 -0.4760  -0.374
N 1.7983 -0.6365 0.7869  -0.052
N -1.0752 1.3840 0.1870  0.060
C -0.1837 -0.8453 -0.5441  -0.108
O 1.2661 2.4456 -0.4581  0.056
H 0.4217 2.7145 -0.0298  0.103
H 1.9216 0.7047 -1.2697  0.118
H 2.5630 -1.0895 1.3121  -0.055
H 1.2400 -0.2198 1.5392  -0.048
H -1.2526 1.1084 1.1466  0.089
H -1.9605 1.4310 -0.3010  0.090
H 0.5619 -1.3539 -1.1329  0.099
H -1.0033 -2.6186 0.3080  0.079
H -1.9406 -1.1612 0.6746  0.067
H -2.0100 -1.8849 -0.9340  0.084



Entry 5:
Molecular formula: C5H5N
Method: DFT, wB97M-V/def2-TZVPD

The HOMO energy is -7.69 eV. The spin multiplicity is 1. As for the charge: 0.

Each line ends with the Löwdin charge.
CARTESIAN COORDINATES (ANGSTROEM)
C 1.9632 -0.3640 0.2271  -0.083
C 0.9495 0.0682 0.9447  -0.101
C 1.0865 -0.1821 -1.0959  -0.075
C 0.0797 0.0701 -0.3173  -0.159
C -1.7855 0.4253 -0.3502  -0.088
N -2.1978 -0.2528 0.5836  0.077
H 3.0029 -0.5609 0.4887  0.087
H 0.9757 0.0869 2.0836  0.116
H 1.1747 -0.1056 -2.2583  0.119
H -2.0918 1.0878 -1.1177  0.069
H -3.1571 -0.2728 0.8117  0.039



Entry 6:
Molecular formula: C6H16ClNSi2
Method: DFT, wB97M-V/def2-TZVPD

The HOMO energy is -7.79 eV. The spin multiplicity is 1. As for the charge: 0.

Each line ends with the Löwdin charge.
CARTESIAN COORDINATES (ANGSTROEM)
C 1.9222 1.5600 -0.5066  -0.201
C 2.3375 0.3365 0.3626  -0.294
C 0.5529 2.1573 -0.0331  -0.404
C 1.5405 -0.9016 0.0791  -0.315
C -2.1512 -2.5796 1.3852  -0.196
C -1.7454 -1.5141 0.4014  -0.365
N -0.6127 1.3813 -0.4379  -0.315
Si -0.1787 -0.6595 0.9061  0.430
Si -1.0937 1.3345 -2.0846  0.468
Cl 0.1581 -0.4600 2.9042  0.408
H 2.7061 2.3686 -0.4818  0.120
H 1.5954 1.2170 -1.4996  0.048
H 3.3507 0.0304 0.2171  0.096
H 2.0582 0.6381 1.4056  0.067
H 0.6028 2.1797 1.0467  0.062
H 0.2915 3.2681 -0.2730  0.124
H 1.3026 -1.2268 -0.9792  0.100
H 1.9361 -1.8060 0.6133  0.079
H -2.7168 -2.2323 2.2161  0.070
H -2.6450 -3.3721 0.9397  0.048
H -1.2857 -3.0646 1.7391  0.043
H -2.5412 -0.6881 0.2807  0.101
H -1.6506 -2.0894 -0.5436  0.089
H -2.0221 2.4355 -2.1792  -0.094
H -1.8431 0.1755 -2.6242  -0.091
H 0.1316 1.5116 -2.8541  -0.078



What E_tot values result from the calculations? In sequence: -2288.23154 -4111.90680 -908.92457 -343.02885 -248.03472 -1332.10623 Ha.
What energy above the lowest of the compared OMol25 structures with the same formula, charge and spin values result from the calculations? In sequence: 113.42 0.00 41.81 453.18 630.96 21.88 kJ/mol.